Molecular formula: C14H9Cl5FeI2O4SYb
Method: DFT, ωB97M-V/def2-TZVPD

Cartesian coordinates (Å):
I  1.05  1.12  -4.29
I  -1.43  -0.75  -4.03
Yb  -1.52  -0.74  -1.14
Fe  1.20  0.90  -0.36
S  1.15  -1.01  -1.41
C  2.79  0.25  0.49
C  1.66  2.23  1.17
C  1.95  -2.64  -1.05
C  1.07  -3.67  -1.77
C  1.96  -2.87  0.45
C  3.35  -2.60  -1.66
C  -3.35  -0.82  1.03
C  -1.79  -2.81  0.45
O  2.02  3.09  1.85
O  3.86  -0.03  0.85
O  -4.11  -0.73  1.89
O  -1.85  -3.76  1.10
H  1.56  -4.65  -1.72
H  0.91  -3.38  -2.82
H  0.09  -3.72  -1.28
H  2.47  -3.82  0.64
H  0.93  -2.94  0.83
H  2.47  -2.06  0.99
H  3.80  -3.59  -1.55
H  3.99  -1.85  -1.18
H  3.29  -2.34  -2.73
Cl  1.05  3.47  -1.24
C  -0.57  3.16  -0.57
C  -1.19  1.94  -0.78
C  -2.58  1.95  -0.59
Cl  -3.62  0.84  -1.46
C  -3.20  2.82  0.33
Cl  -4.84  2.66  0.82
C  -2.42  3.88  0.85
Cl  -2.97  4.74  2.22
C  -1.13  4.12  0.30
Cl  -0.31  5.54  0.76

Computed properties:
**Charge**: +4
**E_LUMO (spin up / spin down)**: -14.361 / -16.415 eV
**Highest occupied orbital energy (spin up / spin down)**: -21.01 / -21.46 eV
**Total energy**: -178370.6834 eV
**Relative energy (zero: lowest compared OMol25 entry of this formula, charge and spin)**: 0.0 kcal per mole
**2S+1**: 7